{"formula": "C3H7OS", "method": "ωB97M-V with the def2-TZVPD basis set", "e_above_lowest_kcal_mol": 16.8, "e_homo_ev": -2.42, "charge": -1, "homo_lumo_gap_ev": 6.38, "e_tot_ev": -16107.548, "species": ["C", "S", "H", "H", "H", "O", "C", "C", "H", "H", "H", "H"], "positions_angstrom": [[-0.380609, -1.985252, -0.765162], [1.324202, -1.544099, -0.291110], [-0.467072, -2.941440, -1.299857], [-1.004229, -2.139827, 0.122565], [-0.826171, -1.249751, -1.441355], [-1.698862, 2.225313, 1.050269], [-0.964354, 1.377022, 0.595036], [0.345373, 1.658414, -0.051279], [-1.286829, 0.321965, 0.532344], [0.286404, 1.438244, -1.118034], [1.160945, 1.054922, 0.336362], [0.524660, 2.734146, 0.063443]], "atomic_forces_ev_per_a": [[-0.02, -0.48, -0.02], [0.09, -0.30, -0.07], [0.31, 0.04, -0.05], [-0.15, 0.34, -0.06], [-0.18, 0.16, 0.19], [0.02, 0.00, 0.23], [-0.13, -0.40, -0.65], [0.05, 1.22, 0.13], [0.02, -0.02, 0.27], [-0.05, -0.27, 0.01], [-0.12, -0.22, 0.02], [0.15, -0.08, -0.01]]}



{"formula": "C4H29N3O10", "method": "ωB97M-V with the def2-TZVPD basis set", "e_above_lowest_kcal_mol": 0.0, "e_homo_ev": -8.92, "smiles": "NCCNCC(N)=O.O.O.O.O.O.O.O.O.O", "charge": 0, "homo_lumo_gap_ev": 8.97, "e_tot_ev": -29566.367, "species": ["N", "C", "C", "N", "C", "C", "N", "O", "H", "H", "H", "H", "H", "H", "H", "H", "H", "H", "H", "O", "H", "H", "O", "H", "H", "O", "H", "H", "O", "H", "H", "O", "H", "H", "O", "H", "H", "O", "H", "H", "O", "H", "H", "O", "H", "H"], "positions_angstrom": [[0.080245, 2.707751, -1.971566], [-0.821217, 1.603448, -2.306533], [-1.900771, 1.303052, -1.277195], [-1.410317, 1.131434, 0.088269], [-0.364518, 0.129447, 0.191838], [-0.053454, -0.245237, 1.605881], [-0.406256, 0.562879, 2.582140], [0.572139, -1.309971, 1.852862], [-0.385953, 3.390031, -1.387451], [0.935779, 2.369857, -1.531099], [-1.324794, 1.854388, -3.239476], [-0.212545, 0.725169, -2.494149], [-2.494542, 0.446636, -1.628547], [-2.586840, 2.142627, -1.241275], [-2.189538, 0.824217, 0.640647], [0.536949, 0.520828, -0.269375], [-0.591627, -0.796281, -0.345382], [-0.114363, 0.326876, 3.520630], [-0.661197, 1.520552, 2.381344], [3.184295, -0.406780, 1.763053], [3.433375, -0.681936, 0.845955], [2.324154, -0.815735, 1.901898], [-0.243984, 3.151443, 1.992420], [-0.745193, 2.917604, 1.187068], [0.689787, 2.898050, 1.773746], [2.690244, 0.993164, -1.330627], [2.894695, 0.025668, -1.373680], [3.403826, 1.448937, -1.824975], [-3.566707, -2.554371, 0.168252], [-2.777531, -2.814381, -0.349836], [-3.940392, -3.333353, 0.577396], [2.284422, 2.155790, 1.240754], [2.375666, 1.902636, 0.299224], [2.663712, 1.394547, 1.685693], [-1.397513, -3.347600, -1.302303], [-0.524830, -3.267746, -0.849999], [-1.341547, -2.796864, -2.102444], [-3.280373, 0.000489, 1.263853], [-3.151735, -0.155023, 2.213252], [-3.455240, -0.889840, 0.865114], [3.110004, -1.743596, -1.443255], [3.055511, -2.041743, -2.347267], [2.371798, -2.164419, -0.951200], [1.077410, -2.961098, -0.084214], [1.393342, -3.775661, 0.325012], [0.865626, -2.345885, 0.685547]], "atomic_forces_ev_per_a": [[0.13, -0.28, -0.06], [0.17, 0.52, 0.11], [0.18, 0.16, 0.24], [1.52, 0.77, -1.06], [-0.60, 0.39, -0.28], [0.59, -0.58, 0.31], [-0.14, -0.70, 0.38], [-0.28, 0.07, -0.19], [0.20, -0.02, 0.09], [-0.47, 0.23, -0.02], [-0.11, -0.16, -0.17], [0.14, -0.22, -0.10], [0.05, -0.21, 0.01], [-0.22, 0.23, -0.07], [-0.20, 0.02, 0.16], [0.41, -0.03, 0.08], [-0.15, -0.27, -0.01], [0.04, -0.03, -0.17], [-0.04, 0.61, 0.08], [0.86, -0.28, -1.16], [-0.17, 0.37, 1.13], [-0.41, -0.27, 0.16], [0.26, 0.18, -0.39], [0.24, 0.05, 0.06], [-0.50, 0.22, 0.03], [0.72, 0.07, -0.50], [-0.07, 0.45, -0.10], [-0.63, -0.46, 0.43], [-0.01, 0.60, -0.04], [-0.07, -0.31, 0.08], [0.05, -0.22, -0.01], [-0.31, 0.55, -0.66], [0.02, 0.12, 0.44], [0.29, -0.47, 0.27], [0.24, 0.34, -0.25], [-0.27, 0.06, -0.31], [0.06, -0.35, 0.43], [-1.38, -1.38, 1.03], [-0.13, 0.01, -0.40], [0.04, 0.33, 0.30], [0.08, 0.39, 0.57], [-0.07, -0.20, -0.36], [0.01, -0.19, -0.23], [0.01, -0.14, 0.21], [0.02, 0.01, -0.06], [-0.07, 0.05, -0.02]]}



{"formula": "C2H3BrN2O2", "method": "ωB97M-V with the def2-TZVPD basis set", "e_above_lowest_kcal_mol": 0.0, "e_homo_ev": [-8.34, -11.11], "spin_multiplicity": 3, "charge": 0, "homo_lumo_gap_ev": [8.79, 8.08], "e_tot_ev": -79232.165, "species": ["C", "C", "N", "N", "O", "O", "Br", "H", "H", "H"], "positions_angstrom": [[0.761038, -0.431588, -0.208958], [-0.265954, -1.496128, 0.217511], [-0.319225, 0.515418, -0.592544], [-0.427409, 1.655627, 0.123783], [0.069864, 1.819559, 1.222639], [-1.054461, 2.467002, -0.510770], [-0.752099, -2.621019, -1.114171], [1.230459, 0.065338, 0.746821], [1.422704, -0.727320, -1.051164], [-0.664916, -1.246890, 1.166854]], "atomic_forces_ev_per_a": [[-1.45, 1.70, 2.29], [2.82, -0.03, -0.20], [1.17, -0.71, -1.41], [0.70, 0.42, -0.06], [-0.11, -0.34, 0.22], [-0.67, 1.32, -0.08], [-0.66, -0.61, 0.04], [-0.15, -1.37, -1.94], [-0.56, 0.40, 0.60], [-1.09, -0.77, 0.54]]}